The following is a quantum chemistry calculation of 4 unconnected molecules or ions with the total composition C25H60F2N4O3S, from OMol25.

Cartesian coordinates (Å):
C: -1.0380 0.9571 -0.6160
C: -1.2646 0.3423 -2.0556
C: -0.8088 -1.1504 -2.1592
O: -1.6284 -2.0790 -1.4475
C: -2.9682 -2.0760 -1.8831
N: -3.8263 -1.6972 -0.7266
C: -5.2479 -1.7390 -1.0378
F: -5.6451 -2.9736 -1.5932
C: -5.6482 -0.5905 -2.0529
C: -4.9814 0.7995 -1.6957
S: -3.4390 -2.5499 0.7000
O: -4.6154 -2.8365 1.5478
O: -2.4940 -1.6947 1.4682
F: -2.7484 -4.0066 0.3658
H: -1.5760 1.9376 -0.6163
H: -1.3849 0.2662 0.1829
H: 0.0584 1.1781 -0.5519
H: -0.6015 0.9212 -2.7506
H: -2.3091 0.5152 -2.4056
H: 0.2037 -1.2063 -1.6810
H: -0.6370 -1.4374 -3.2321
H: -3.2335 -3.1186 -2.2039
H: -3.1766 -1.4238 -2.7588
H: -5.9015 -1.5906 -0.1510
H: -5.4605 -0.8884 -3.1061
H: -6.7528 -0.4819 -1.9181
H: -5.8139 1.5091 -1.4734
H: -4.4384 1.1739 -2.5894
H: -4.3403 0.7715 -0.7868
C: -9.9324 -3.6447 6.0678
C: -9.3239 -3.8155 4.6822
N: -8.2010 -2.9276 4.4255
C: -7.8025 -2.8924 3.0242
C: -7.2498 -4.1775 2.4061
C: -7.1074 -2.9868 5.3848
C: -6.4186 -4.3363 5.6005
H: -10.2253 -2.6077 6.2445
H: -10.8261 -4.2660 6.1574
H: -9.2437 -3.9513 6.8577
H: -10.1116 -3.5960 3.9550
H: -9.0529 -4.8709 4.5413
H: -7.0707 -2.0910 2.8807
H: -8.6750 -2.5829 2.4368
H: -6.2332 -4.3796 2.7359
H: -7.2130 -4.0723 1.3187
H: -7.8726 -5.0464 2.6258
H: -7.4850 -2.6417 6.3527
H: -6.3519 -2.2438 5.1131
H: -7.1296 -5.1598 5.6905
H: -5.8375 -4.3072 6.5259
H: -5.7205 -4.5671 4.7964
C: 2.8152 -0.4519 0.8503
C: 3.3994 -0.5833 -0.5497
N: 4.5016 0.3291 -0.8104
C: 4.8702 0.3990 -2.2178
C: 5.4319 -0.8654 -2.8723
C: 5.6148 0.2707 0.1262
C: 6.3312 -1.0704 0.3021
H: 2.5074 0.5758 1.0546
H: 1.9341 -1.0906 0.9441
H: 3.5239 -0.7624 1.6205
H: 2.5932 -0.3631 -1.2576
H: 3.6857 -1.6308 -0.7175
H: 5.5849 1.2158 -2.3608
H: 3.9815 0.7041 -2.7821
H: 6.4597 -1.0579 -2.5668
H: 5.4440 -0.7390 -3.9584
H: 4.8287 -1.7481 -2.6564
H: 5.2505 0.5902 1.1074
H: 6.3516 1.0329 -0.1455
H: 5.6367 -1.9080 0.3897
H: 6.9295 -1.0488 1.2165
H: 7.0176 -1.2738 -0.5194
C: 5.1823 4.4763 -3.1104
C: 6.0914 5.5344 -2.5003
N: 6.9568 5.0216 -1.4492
C: 7.6163 6.0711 -0.6831
C: 8.6170 6.9684 -1.4152
C: 7.7953 3.8879 -1.8096
C: 8.7649 4.0590 -2.9816
H: 4.5867 3.9774 -2.3426
H: 4.4939 4.9435 -3.8178
H: 5.7476 3.7195 -3.6590
H: 5.4455 6.3064 -2.0713
H: 6.6639 6.0169 -3.3045
H: 8.1134 5.6226 0.1826
H: 6.8370 6.7123 -0.2566
H: 9.5586 6.4547 -1.6058
H: 8.8513 7.8363 -0.7930
H: 8.2234 7.3450 -2.3600
H: 7.1411 3.0389 -2.0340
H: 8.3585 3.5648 -0.9289
H: 8.3040 4.5560 -3.8372
H: 9.1054 3.0774 -3.3218
H: 9.6540 4.6188 -2.6931

Forces on the atoms, in the same order (eV/Å):
C 0.028 0.047 -1.329
C 0.565 0.088 0.271
C 1.082 1.176 -0.021
O -0.575 0.540 -0.937
C 0.306 -1.349 -0.365
N -0.502 -1.823 0.026
C -1.369 1.049 -0.813
F 0.469 0.517 0.252
C 0.070 -0.024 0.882
C -0.932 -0.127 -0.185
S 0.333 2.036 5.860
O 1.753 -0.086 -3.118
O -1.160 -2.544 -2.879
F -0.992 2.272 -0.248
H 0.391 -0.801 0.434
H 0.242 0.631 -0.443
H -0.920 -0.287 0.385
H -0.608 -0.515 0.371
H 0.732 -0.317 0.270
H -0.879 -0.121 -0.274
H -0.548 -0.017 0.802
H 0.229 0.803 0.306
H 0.130 -0.062 0.860
H 1.043 -0.287 -0.229
H -0.018 0.060 0.736
H 0.883 -0.268 -0.343
H 0.776 -0.342 -0.236
H -0.165 -0.095 0.817
H -0.258 -0.106 -0.827
C 0.053 -0.034 0.072
C 0.015 0.013 0.153
N 0.046 0.256 -0.195
C -0.126 0.069 -0.174
C 0.067 -0.082 -0.118
C -0.076 0.042 0.336
C 0.223 -0.056 0.034
H 0.079 -0.014 -0.023
H 0.042 0.002 -0.023
H -0.034 0.035 -0.011
H 0.182 0.039 -0.142
H -0.072 -0.104 0.005
H 0.047 -0.053 0.180
H -0.094 -0.048 0.143
H -0.055 -0.052 0.002
H 0.027 0.002 0.035
H -0.033 0.037 0.043
H -0.105 -0.050 -0.068
H -0.113 -0.029 -0.213
H -0.016 0.040 -0.020
H -0.031 0.012 -0.018
H -0.081 -0.078 -0.010
C 0.028 -0.037 0.052
C 0.011 0.002 0.193
N 0.055 0.255 -0.247
C -0.136 0.054 -0.115
C 0.125 0.011 -0.191
C -0.068 0.040 0.345
C 0.209 -0.044 0.029
H 0.078 -0.013 -0.023
H 0.036 0.008 -0.014
H -0.034 0.032 -0.013
H 0.178 0.057 -0.156
H -0.077 -0.106 -0.004
H 0.014 -0.021 0.180
H -0.072 -0.041 0.131
H -0.043 -0.076 0.047
H -0.016 0.005 0.035
H 0.017 0.013 0.038
H -0.102 -0.044 -0.073
H -0.127 -0.003 -0.201
H -0.013 0.039 -0.019
H -0.033 0.010 -0.019
H -0.075 -0.092 -0.006
C 0.026 -0.085 -0.040
C -0.041 -0.136 -0.066
N 0.063 0.054 0.301
C -0.124 0.116 0.107
C 0.157 0.106 0.105
C -0.168 -0.250 -0.133
C 0.204 -0.095 -0.033
H 0.091 -0.010 0.015
H 0.051 0.010 0.015
H -0.043 0.001 0.023
H 0.190 0.041 0.134
H -0.035 0.061 -0.099
H -0.017 -0.143 -0.106
H -0.082 -0.071 -0.116
H -0.030 0.007 -0.092
H -0.026 -0.029 -0.016
H 0.001 -0.040 -0.002
H -0.070 0.109 -0.021
H -0.061 0.213 0.069
H -0.020 0.006 0.044
H -0.026 0.021 0.012
H -0.048 0.069 -0.085

Properties
Structure (SMILES) ... CCCOCN([C@H](F)CC)S(=O)(=O)F.CCN(CC)CC.CCN(CC)CC.CCN(CC)CC
E_HOMO ... -7.821 eV
Gap between HOMO and LUMO ... 8.25 eV
DFT total energy ... -2031.07498 Eh
E_LUMO ... 0.42 eV

Atomic partial charges in e from the Mulliken method, atoms 1 to 4: -0.97 -0.07 -0.25 -0.41